Entry 1:
DFT (ωB97M-V/def2-TZVPD) results for a 10-piece molecular cluster, C60H95BIN14O overall in a non-equilibrium geometry.

The geometry in XYZ format:
```
172
Properties=species:S:1:pos:R:3
I -2.120 -4.368 -5.130
O 0.690 -3.467 -7.032
N -1.872 -1.770 10.120
N -6.429 -5.714 3.711
N -1.740 -1.906 4.893
N 3.579 -1.011 -6.387
N 2.589 0.401 -4.626
N -2.183 -6.825 4.578
N 6.764 5.435 0.822
N 6.186 1.942 0.871
N -0.087 -2.036 -1.724
N 1.551 -2.866 -10.424
N 0.254 13.327 4.523
N 2.738 -3.259 -0.951
N 0.378 6.673 3.347
N 4.926 -0.215 -4.539
C 5.545 1.421 -0.223
C 8.614 6.608 0.446
C 4.381 0.826 0.209
C 2.355 -4.352 0.029
C -0.886 8.175 2.305
C 0.845 -3.292 -4.362
C -8.432 -6.072 2.817
C 8.000 5.394 0.233
C -2.020 -1.251 -3.379
C -0.174 -0.104 1.861
C 3.337 -2.109 -4.050
C -1.192 -2.465 -2.665
C -2.319 0.202 9.196
C 0.925 2.364 1.261
C 1.152 -1.474 -2.450
C 0.157 -3.788 -11.889
C 1.110 11.282 4.352
C -3.421 -0.867 5.910
C 6.578 6.664 1.401
C 3.512 -0.750 -4.866
C -3.284 -7.636 4.677
C 4.315 0.999 1.612
C -0.915 7.028 3.066
C -1.182 -0.971 -7.182
C -2.056 -0.883 11.149
C -3.654 -2.261 5.964
C 0.540 3.906 0.754
C 0.890 -2.770 -12.544
C -5.585 0.656 -2.682
C -4.712 -0.062 -5.066
C 2.411 -3.773 -2.335
C 0.300 -1.103 0.650
C 1.746 -2.219 -11.617
C -7.238 -6.168 4.720
C -3.175 -3.933 -0.788
C -0.434 1.453 1.416
C -1.357 -7.050 5.649
C -3.162 -8.380 5.830
C -8.488 -6.401 4.192
C 0.587 -3.828 -10.582
C -0.607 -3.619 -3.668
C -2.230 -0.675 5.246
C 1.232 7.574 2.766
C 7.714 7.411 1.186
C -1.942 -8.009 6.445
C 1.594 13.435 4.789
C -4.184 0.318 -3.532
C -2.599 -2.879 5.331
C -2.303 -3.268 -1.702
C -0.052 12.017 4.261
C 0.102 -1.044 -6.112
C -2.024 -1.116 8.925
C -3.568 -1.044 -2.782
C 0.473 8.520 2.115
C 1.934 -2.550 -3.389
C -7.151 -5.647 2.547
C -0.497 -0.894 -0.771
C 2.151 12.180 4.687
C -2.339 0.349 10.603
C 5.440 1.694 1.994
B 0.562 -2.593 -5.811
H -4.053 -0.086 6.313
H -1.652 -0.776 -0.655
H 3.792 -3.214 -0.910
H 2.797 0.779 -3.653
H -1.070 1.568 0.436
H 5.557 -1.044 -4.481
H -3.441 1.224 -3.514
H -0.426 -6.508 5.753
H -0.603 -4.425 -12.325
H -4.501 -2.762 6.417
H 2.041 -2.665 -9.562
H -1.383 -1.992 -7.718
H 3.195 11.938 4.838
H -5.734 -0.655 -4.890
H -3.999 -0.816 -5.611
H 7.070 2.434 0.852
H 0.511 3.956 -0.422
H 6.093 4.678 0.828
H 1.322 -4.363 -4.595
H 1.172 -4.424 0.000
H 2.035 14.394 5.027
H -4.995 0.883 -5.698
H 0.805 -2.472 -13.581
H -9.241 -6.136 2.100
H 1.197 10.215 4.196
H -1.691 0.228 4.994
H -6.691 -5.305 1.630
H -1.534 -8.399 7.368
H -0.068 -0.377 -5.166
H -1.655 -2.752 10.226
H 2.474 -1.424 -11.702
H 0.264 -2.213 1.062
H -1.912 -1.643 7.987
H 0.127 -2.838 -1.095
H 2.821 1.174 -5.306
H 1.850 -0.885 -1.680
H 3.657 0.322 -0.418
H -1.516 -0.175 -3.258
H 5.775 2.032 2.966
H -0.098 0.122 -1.236
H 1.453 -0.880 0.462
H -0.878 -0.206 -8.047
H -4.058 -7.613 3.922
H 3.684 -3.009 -4.757
H 0.290 -4.456 -9.753
H 1.033 -2.822 -7.737
H 2.304 7.466 2.868
H 7.877 8.427 1.524
H -6.224 1.509 -3.189
H 8.337 4.506 -0.286
H 0.857 9.368 1.561
H 2.799 -5.380 -0.314
H -0.407 14.093 4.521
H -1.973 -1.204 12.179
H 5.275 0.356 -5.345
H 1.392 2.498 2.351
H 2.791 -4.093 1.083
H -4.101 -4.280 -0.134
H 4.150 -2.115 -3.173
H 5.971 1.517 -1.213
H 1.004 -0.539 -6.707
H 3.530 0.654 2.273
H -2.498 0.974 8.459
H -4.296 -1.918 -3.108
H -5.453 -5.466 3.809
H 1.638 -4.648 -2.287
H 4.304 -1.762 -6.520
H -1.066 11.720 4.031
H 1.332 4.689 1.120
H 5.657 6.899 1.917
H -1.744 6.437 3.433
H -2.176 -1.372 -4.548
H -9.347 -6.768 4.738
H 3.821 -0.133 -6.896
H -0.878 -2.070 4.388
H -6.855 -6.287 5.725
H -1.195 -0.494 2.333
H -6.252 -0.329 -2.771
H 1.742 1.872 0.558
H -3.874 -9.112 6.188
H -2.537 1.257 11.159
H -0.422 -4.576 -2.976
H 0.688 -0.613 -3.137
H 0.604 -0.071 2.766
H 9.603 6.885 0.104
H 0.659 5.871 3.896
H -2.387 -3.925 5.155
H -2.112 -0.497 -6.653
H 3.420 -4.257 -2.751
H -1.065 1.952 2.295
H -0.505 4.268 1.187
H -2.007 -6.166 3.832
H -1.750 8.705 1.926
H -3.593 -0.799 -1.639
H -5.395 0.819 -1.538
```

highest occupied orbital energy	-9.0604	eV
strongest force on any atom	10.15	eV/Å
Kohn-Sham gap	6.507	eV
charge	+1
DFT total energy	-95426.030	eV

Entry 2:
DFT (ωB97M-V/def2-TZVPD) results for CH2N2P2 as an isolated structure in a non-equilibrium geometry.

The geometry in XYZ format:
```
7
Properties=species:S:1:pos:R:3
P 0.324 1.185 -0.445
P -1.830 0.797 0.283
N -0.152 -1.452 -0.190
N -1.784 -0.701 0.204
C 0.695 -0.552 -0.272
H 1.676 -0.944 -0.409
H 1.071 1.667 0.828
```

highest occupied orbital energy	-9.0303	eV
strongest force on any atom	5.02	eV/Å
Kohn-Sham gap	8.629	eV
ΔE to the lowest compared entry with this formula, charge and spin	3.541	eV
DFT total energy	-22623.416	eV

Entry 3:
DFT (ωB97M-V/def2-TZVPD) results for H23O11 as an isolated structure in a non-equilibrium geometry.

The geometry in XYZ format:
```
34
Properties=species:S:1:pos:R:3
O 0.453 1.260 -3.066
O 3.362 -2.141 -1.029
O 1.430 -0.514 -0.570
O -0.976 -4.126 0.045
O -2.848 0.823 -2.557
O 0.607 4.437 -0.344
O -0.894 1.842 -0.315
O 0.572 -2.373 1.381
O 1.131 0.867 3.052
O -2.767 0.569 3.151
O -0.426 -0.148 1.254
H -1.925 -4.182 0.077
H 1.475 4.295 -0.626
H -2.298 0.763 2.220
H -0.233 0.275 2.102
H -0.228 -3.039 1.228
H -2.052 0.879 -3.105
H 2.085 -1.315 -0.728
H 0.984 1.892 -3.341
H -0.293 2.189 -0.919
H 1.840 1.548 2.886
H -0.050 4.505 -1.112
H -0.463 -4.769 -0.608
H 4.021 -1.664 -0.523
H -3.498 0.098 2.751
H 0.663 -2.557 2.244
H 0.518 -0.515 1.016
H -1.928 1.951 -0.632
H -3.512 0.193 -2.739
H 0.674 0.946 -2.197
H 1.475 -0.060 3.109
H 3.312 -1.884 -1.929
H 0.519 -0.841 -0.471
H -0.730 0.796 0.293
```

2S+1	2
highest occupied orbital energy (spin up / spin down)	-17.3976 / -17.3710	eV
expectation value of S²	0.756
strongest force on any atom	7.06	eV/Å
Kohn-Sham gap (spin up / spin down)	10.764 / 3.141	eV
charge	+2
ΔE to the lowest compared entry with this formula, charge and spin	3.276	eV
DFT total energy	-22872.630	eV